This record from the Open Molecules 2025 dataset describes C5H8N2O in the gas phase. The level of theory is the ωB97M-V functional and the def2-TZVPD basis.

Calculated values
relative energy (zero: lowest compared OMol25 entry of this formula, charge and spin)	162.9	kcal per mole
E_HOMO (spin up / spin down)	-7.30 / -7.08	eV
calculated total energy	-10335.6627	eV
orbital gap (spin up / spin down)	0.272 / 0.272	Ha
max |F|	3.71	eV Å⁻¹

Last column: natural (NBO) charge in e.
Cartesian coordinates (Å):
H: 1.136 -0.239 2.697  0.49
H: -2.615 -0.270 -0.371  0.37
O: 1.009 0.025 1.774  -0.67
H: 1.338 1.700 -0.037  0.21
C: 0.345 1.822 -0.490  -0.44
H: -0.287 2.264 0.305  0.20
C: -0.631 -0.357 0.042  0.13
H: -1.909 -1.640 -0.896  0.38
H: 0.471 2.507 -1.333  0.21
N: -1.906 -0.961 -0.142  -0.83
N: -0.268 0.611 -0.971  -0.38
H: 2.280 -2.203 -1.819  0.24
H: -0.927 -0.592 2.185  0.18
C: 1.540 -1.571 -1.393  -0.28
C: -0.261 -0.255 1.400  0.12
C: 0.685 -0.842 -0.950  0.07